*P*
C47H66O42 | ωB97M-V with the def2-TZVPD basis set

Last column: Löwdin charge in e.
CARTESIAN COORDINATES (ANGSTROEM)
1 O 7.94 2.79 -0.91  0.068
2 O -3.70 -1.54 3.28  0.122
3 O 0.52 -1.21 -0.22  0.058
4 O -0.72 -5.06 -2.56  0.104
5 O 0.56 6.48 -1.68  0.100
6 O 5.92 2.76 -2.05  0.098
7 O 6.15 -1.19 3.54  0.108
8 O 4.19 -3.48 -1.69  0.102
9 O 1.87 -3.42 3.75  0.074
10 O 1.25 4.80 -0.48  0.091
11 O -1.64 -3.43 -3.89  0.067
12 O 6.33 -2.42 1.80  0.116
13 O -2.44 4.22 3.58  0.143
14 O -3.52 3.01 1.97  0.095
15 O -1.13 -6.67 1.19  0.041
16 O -2.34 -8.02 2.56  0.120
17 O -4.35 4.90 2.62  0.103
18 O 8.11 -1.92 2.99  0.178
19 O 2.10 -3.75 -2.15  0.073
20 O -4.48 0.48 -0.66  0.091
21 O -5.36 -1.78 1.64  0.063
22 O -0.29 0.61 -5.33  0.079
23 O 0.52 0.93 0.33  0.048
24 O 0.65 2.53 -4.78  0.122
25 O -0.74 1.72 2.80  0.013
26 O -1.37 2.27 -4.13  0.041
27 O -2.61 -3.78 -1.90  -0.002
28 O -4.85 -3.40 3.12  0.080
29 O 7.18 4.49 3.09  0.106
30 O -0.75 1.41 4.98  0.081
31 O 0.82 2.81 4.05  0.138
32 O -4.25 1.38 -2.75  0.038
33 O -0.24 5.98 0.48  0.086
34 O -6.21 0.56 -2.14  0.115
35 O 2.20 -0.37 1.19  0.082
36 O 1.11 -1.35 4.07  0.170
37 O 6.04 3.25 4.66  0.057
38 O -2.32 -8.28 0.25  0.057
39 O 2.90 -4.82 -0.34  0.077
40 O 5.28 3.25 2.65  0.037
41 O 7.81 3.19 -3.19  0.136
42 O -0.10 -2.86 2.78  0.021
43 C 0.35 -3.99 2.14  -0.181
44 C 6.96 -1.83 2.77  -0.693
45 C -4.55 1.35 -5.13  -0.005
46 C 3.98 -2.71 -2.88  -0.296
47 C 3.07 -4.09 -1.36  -0.570
48 C -1.06 -6.44 -0.20  -0.144
49 C -4.98 0.77 -1.76  -0.546
50 C 5.01 -3.15 -3.91  -0.017
51 C 4.91 -2.12 1.89  -0.074
52 C 0.42 3.68 -3.98  -0.020
53 C -5.29 5.55 0.50  0.003
54 C 5.66 2.33 -0.76  -0.373
55 C -1.86 0.72 4.46  -0.133
56 C -1.75 3.82 -2.42  0.009
57 C -3.36 4.02 2.79  -0.547
58 C 0.97 -2.46 3.67  -0.501
59 C 0.48 5.80 -0.65  -0.595
60 C -6.18 -2.86 1.29  -0.106
61 C -4.54 -2.20 2.64  -0.506
62 C 6.99 2.18 -0.02  -0.081
63 C -0.33 1.74 -4.80  -0.589
64 C 4.91 -1.20 3.01  -0.187
65 C -6.40 1.25 -3.41  -0.063
66 C 2.58 -3.13 -3.33  -0.065
67 C 1.37 4.49 0.86  -0.143
68 C 7.28 2.86 -2.15  -0.476
69 C -5.85 -3.99 2.35  -0.099
70 C -1.59 0.61 3.00  -0.162
71 C 1.42 -4.59 3.08  -0.071
72 C -2.00 -7.67 1.44  -0.500
73 C -0.16 2.12 3.99  -0.509
74 C -2.76 -2.52 -3.91  -0.033
75 C -1.15 3.59 -3.84  -0.280
76 C 4.19 2.66 3.48  -0.072
77 C -1.57 -7.71 -0.79  -0.142
78 C -5.25 4.52 1.63  -0.349
79 C -3.30 -2.65 -2.36  -0.114
80 C -0.81 -0.72 -0.67  -0.023
81 C 4.96 1.02 -0.87  -0.021
82 C -1.59 -4.19 -2.81  -0.440
83 C -5.09 1.92 -3.77  -0.277
84 C 4.91 2.35 4.77  -0.085
85 C 0.06 4.92 1.37  -0.122
86 C 1.15 -0.24 0.47  -0.471
87 C -0.61 0.79 -0.42  -0.149
88 C -4.70 3.20 1.23  -0.102
89 C 6.25 3.73 3.43  -0.543
90 H -6.62 -4.33 3.04  0.133
91 H -6.73 0.61 -4.22  0.132
92 H 2.19 4.92 1.43  0.146
93 H -0.13 -6.05 -0.62  0.127
94 H -3.48 1.47 -5.30  0.068
95 H 4.55 -1.57 1.02  0.107
96 H 4.90 -2.39 -4.68  0.094
97 H -1.90 -0.26 4.93  0.132
98 H -3.27 -1.78 -1.71  0.094
99 H 4.25 2.48 5.63  0.139
100 H 0.14 5.29 2.39  0.149
101 H -1.79 -5.66 -0.37  0.114
102 H -7.21 1.98 -3.33  0.135
103 H 5.36 1.36 4.83  0.125
104 H 3.77 1.75 3.06  0.112
105 H -5.44 2.42 1.41  0.146
106 H -3.55 -2.90 -4.55  0.120
107 H -5.74 6.48 0.84  0.091
108 H -2.50 0.62 2.39  0.114
109 H -2.25 -7.52 -1.61  0.132
110 H -2.77 1.22 4.79  0.135
111 H -4.42 3.35 0.18  0.122
112 H -4.32 -3.03 -2.38  0.118
113 H 5.47 0.32 -1.53  0.096
114 H 5.99 -2.93 -3.49  0.092
115 H 4.38 -3.06 2.07  0.137
116 H 6.91 2.77 0.89  0.109
117 H 4.91 -4.17 -4.29  0.097
118 H 4.53 0.45 -0.05  0.066
119 H 0.66 4.64 -4.43  0.144
120 H -5.91 -3.18 0.29  0.117
121 H 4.04 1.36 -1.36  0.085
122 H -4.46 0.27 -5.24  0.080
123 H -0.41 1.21 -1.41  0.122
124 H 0.62 -3.79 1.10  0.122
125 H 2.68 -3.93 -4.06  0.136
126 H -4.27 5.67 0.14  0.096
127 H 1.50 3.41 0.99  0.131
128 H 0.95 3.58 -3.03  0.132
129 H -5.52 -4.86 1.78  0.124
130 H -6.17 4.25 2.15  0.158
131 H -2.52 -1.51 -4.24  0.115
132 H -1.72 4.08 -4.63  0.159
133 H -0.87 -8.48 -1.12  0.139
134 H 1.04 -5.45 3.63  0.135
135 H 2.25 -4.95 2.48  0.121
136 H 4.65 -0.17 2.75  0.117
137 H -1.64 -1.16 -0.11  0.130
138 H -2.67 3.25 -2.29  0.065
139 H -1.09 -0.33 2.77  0.114
140 H 4.30 -1.61 3.81  0.146
141 H -0.63 4.08 1.24  0.125
142 H -7.20 -2.49 1.24  0.130
143 H -1.16 3.51 -1.56  0.063
144 H 4.08 -1.68 -2.57  0.148
145 H 2.01 -2.28 -3.71  0.144
146 H -1.82 4.89 -2.22  0.085
147 H -5.18 1.72 -5.93  0.090
148 H 7.27 1.15 0.20  0.136
149 H -0.47 -4.71 2.15  0.111
150 H -1.31 1.37 0.18  0.133
151 H -5.91 5.19 -0.32  0.085
152 H -5.20 3.01 -3.75  0.155
153 H -0.78 -0.87 -1.74  0.127
154 H 5.12 3.08 -0.19  0.152
155 H 3.33 3.30 3.69  0.112

Summary:
HOMO in eV: -10.325
Lowest unoccupied orbital energy in eV: -0.6
Kohn-Sham gap in Ha: 0.3559

***

*Q*
C47H66O42 | ωB97M-V with the def2-TZVPD basis set

Last column: Löwdin charge in e.
CARTESIAN COORDINATES (ANGSTROEM)
1 O 8.18 -24.68 -0.51  0.142
2 O 8.51 -8.03 5.51  0.163
3 O 10.69 -17.69 -7.12  0.066
4 O 12.40 -6.16 -1.63  0.073
5 O 16.21 -11.63 -9.34  0.074
6 O 16.00 -18.99 -4.78  0.040
7 O 17.61 -20.54 -5.33  0.126
8 O 4.59 -21.80 -0.32  0.118
9 O 18.28 -9.03 -6.25  0.099
10 O 15.93 -11.41 3.56  0.084
11 O 9.95 -16.46 3.38  0.132
12 O 8.67 -23.29 1.19  0.092
13 O 19.23 -10.60 -4.98  0.103
14 O 10.95 -15.97 -1.43  0.116
15 O 9.75 -9.50 -8.48  0.077
16 O 7.44 -6.96 3.86  0.073
17 O 14.20 -11.05 -9.78  0.067
18 O 10.31 -10.42 -6.49  0.106
19 O 13.31 -5.92 -3.60  0.082
20 O 9.77 -23.08 -0.61  0.077
21 O 10.79 -13.86 -0.71  0.095
22 O 7.78 -17.32 3.15  0.062
23 O 4.36 -21.04 -2.46  0.079
24 O 13.72 -7.79 -2.49  0.139
25 O 10.64 -8.19 -6.97  0.081
26 O 9.36 -18.22 4.44  0.094
27 O 16.45 -19.50 1.66  0.087
28 O 8.72 -18.70 -6.82  0.121
29 O 15.42 -21.10 -5.37  0.079
30 O 12.34 -14.32 -2.17  0.106
31 O 14.51 -12.39 -7.96  0.122
32 O 6.11 -20.42 -1.31  0.060
33 O 8.97 -16.65 -7.97  0.047
34 O 20.31 -9.56 -6.78  0.119
35 O 9.58 -7.44 3.60  0.067
36 O 15.04 -9.71 4.58  0.096
37 O 6.65 -10.89 1.37  0.047
38 O 6.39 -12.20 -0.40  0.054
39 O 16.36 -20.30 -0.37  0.064
40 O 14.67 -19.13 0.44  0.152
41 O 7.20 -10.07 -0.68  0.141
42 O 15.06 -11.65 5.65  0.156
43 C 19.35 -9.77 -6.04  -0.524
44 C 5.93 -12.95 0.73  -0.127
45 C 14.22 -20.38 -5.26  -0.322
46 C 13.15 -21.27 -4.51  0.004
47 C 14.95 -11.78 -8.94  -0.547
48 C 11.30 -14.79 -1.50  -0.552
49 C 10.05 -21.89 0.05  -0.140
50 C 16.37 -10.64 -10.35  -0.091
51 C 18.05 -10.52 -2.96  0.002
52 C 15.29 -9.27 3.29  -0.125
53 C 12.40 -12.94 -2.08  -0.099
54 C 11.39 -12.67 -1.00  -0.359
55 C 17.63 -20.32 1.56  -0.062
56 C 8.99 -17.32 3.57  -0.551
57 C 6.46 -12.20 1.92  -0.116
58 C 7.81 -6.34 2.62  -0.115
59 C 12.39 -4.86 -3.50  -0.127
60 C 10.23 -9.44 -7.25  -0.537
61 C 11.06 -16.33 -7.25  -0.116
62 C 15.32 -11.00 4.67  -0.578
63 C 14.56 -8.88 -11.00  0.001
64 C 11.71 -15.80 4.82  -0.005
65 C 10.10 -15.88 -8.35  -0.128
66 C 10.78 -18.13 4.66  -0.064
67 C 6.29 -19.97 -2.64  -0.139
68 C 13.14 -6.73 -2.57  -0.592
69 C 11.13 -16.87 3.93  -0.359
70 C 16.24 -10.38 2.76  -0.163
71 C 9.38 -17.77 -7.27  -0.533
72 C 4.94 -21.12 -1.29  -0.541
73 C 14.95 -10.42 -10.82  -0.277
74 C 15.78 -19.54 0.54  -0.639
75 C 16.45 -20.26 -5.13  -0.508
76 C 17.35 -9.36 -5.24  -0.100
77 C 8.51 -7.55 4.41  -0.568
78 C 8.85 -23.80 -0.01  -0.590
79 C 12.14 -4.80 -1.97  -0.091
80 C 9.21 -6.79 2.41  -0.151
81 C 14.58 -19.07 -4.54  -0.078
82 C 4.92 -20.02 -3.27  -0.113
83 C 11.96 -12.15 0.32  -0.006
84 C 10.37 -7.33 -8.03  -0.163
85 C 6.80 -10.95 0.02  -0.530
86 C 9.54 -22.22 1.41  -0.127
87 C 17.50 -20.90 0.12  -0.128
88 C 17.96 -10.55 -4.54  -0.353
89 C 9.65 -8.17 -9.01  -0.105
90 H 17.07 -10.45 -2.49  0.071
91 H 15.30 -8.35 -11.60  0.080
92 H 9.95 -14.80 -8.35  0.132
93 H 17.60 -21.10 2.33  0.130
94 H 10.16 -8.12 -9.97  0.136
95 H 12.15 -16.31 5.67  0.080
96 H 13.56 -8.67 -11.39  0.068
97 H 6.23 -13.99 0.69  0.138
98 H 11.19 -12.30 1.08  0.088
99 H 10.28 -22.47 2.17  0.137
100 H 8.57 -7.99 -8.98  0.139
101 H 11.29 -7.02 -8.53  0.129
102 H 14.42 -9.16 2.65  0.129
103 H 17.39 -11.41 -4.89  0.153
104 H 13.35 -12.58 -1.71  0.133
105 H 14.14 -18.21 -5.04  0.133
106 H 4.85 -12.97 0.86  0.128
107 H 9.56 -21.07 -0.48  0.137
108 H 9.87 -5.93 2.35  0.129
109 H 6.99 -20.62 -3.16  0.133
110 H 17.26 -21.94 -0.07  0.137
111 H 13.98 -20.18 -6.30  0.152
112 H 12.69 -3.92 -3.98  0.131
113 H 12.87 -4.15 -1.48  0.129
114 H 12.55 -15.31 4.32  0.086
115 H 4.35 -19.10 -3.11  0.130
116 H 15.89 -8.36 3.22  0.130
117 H 16.12 -10.45 1.68  0.135
118 H 11.13 -4.43 -1.77  0.130
119 H 11.37 -18.99 4.35  0.136
120 H 13.08 -22.24 -5.01  0.079
121 H 10.98 -15.11 5.26  0.101
122 H 14.73 -11.04 -11.69  0.149
123 H 14.53 -8.48 -9.99  0.079
124 H 17.27 -10.11 3.02  0.134
125 H 10.50 -12.10 -1.27  0.161
126 H 16.38 -9.69 -5.63  0.133
127 H 14.39 -19.13 -3.47  0.133
128 H 7.19 -6.76 1.83  0.134
129 H 8.96 -21.32 1.64  0.138
130 H 4.90 -20.12 -4.35  0.138
131 H 7.40 -12.57 2.34  0.133
132 H 18.67 -9.68 -2.65  0.088
133 H 12.89 -12.66 0.55  0.091
134 H 5.70 -12.18 2.70  0.133
135 H 7.77 -5.25 2.68  0.132
136 H 12.22 -12.51 -3.06  0.145
137 H 10.94 -15.82 -6.29  0.143
138 H 18.53 -19.71 1.60  0.128
139 H 10.91 -18.06 5.74  0.129
140 H 11.42 -4.99 -3.98  0.123
141 H 6.78 -18.99 -2.67  0.135
142 H 11.12 -21.67 0.07  0.135
143 H 9.79 -6.43 -7.80  0.137
144 H 9.34 -7.45 1.55  0.134
145 H 10.35 -16.02 -9.40  0.130
146 H 12.01 -16.14 -7.76  0.136
147 H 16.95 -11.15 -11.11  0.139
148 H 18.33 -11.48 -2.51  0.078
149 H 13.50 -21.46 -3.50  0.082
150 H 12.11 -11.07 0.25  0.084
151 H 17.07 -8.60 -4.51  0.134
152 H 16.82 -9.69 -10.07  0.136
153 H 12.20 -20.74 -4.60  0.084
154 H 18.36 -20.59 -0.48  0.130
155 H 11.91 -17.15 3.22  0.158

Summary:
HOMO in eV: -10.260
Lowest unoccupied orbital energy in eV: -0.3
Kohn-Sham gap in Ha: 0.3667

***

The structure with the greatest stability is *P*.

***

*P*
C35H43ClLaP2Si2 | ωB97M-V with the def2-TZVPD basis set

Last column: Löwdin charge in e.
CARTESIAN COORDINATES (ANGSTROEM)
1 La -1.09 0.27 -0.96  1.654
2 Cl -1.01 -2.40 -0.57  -0.040
3 P 1.64 -1.07 0.36  0.710
4 P -0.63 -0.59 2.27  0.733
5 Si -3.22 0.40 -4.75  0.648
6 Si -2.25 -3.38 -4.17  0.883
7 C -2.87 -0.83 -6.19  -0.290
8 C -1.83 -0.55 -7.07  -0.098
9 C -5.47 0.77 -6.37  -0.097
10 C -3.51 -2.72 -7.59  -0.083
11 C -0.56 -3.10 -4.83  -0.324
12 C -5.08 0.53 -5.03  -0.240
13 C -4.23 -0.87 -1.55  -0.101
14 C -1.64 -1.34 -8.21  -0.079
15 C 0.08 0.34 3.68  -0.265
16 C 1.45 -2.41 1.65  -0.412
17 C -6.09 0.32 -4.10  -0.089
18 C -2.47 -2.43 -8.47  -0.082
19 C -2.76 -1.89 -3.23  -0.364
20 C -0.17 -3.68 -6.05  -0.099
21 C -1.57 2.93 -0.54  -0.231
22 C -6.80 0.67 -6.77  -0.067
23 C -2.30 -0.93 2.93  -0.283
24 C -2.17 -0.56 -3.49  -0.378
25 C 0.35 -2.24 -4.18  -0.133
26 C 0.23 2.09 0.62  -0.289
27 C -3.75 0.41 -1.81  -0.182
28 C 2.41 -2.04 -0.99  -0.297
29 C -7.43 0.17 -4.49  -0.076
30 C 0.94 -3.18 -6.73  -0.080
31 C -3.71 -1.93 -6.45  -0.149
32 C -1.16 2.43 0.72  -0.239
33 C 3.11 -0.21 1.04  -0.263
34 C 1.44 -1.70 -4.88  -0.083
35 C -0.45 2.88 -1.43  -0.238
36 C -3.79 -1.97 -2.29  -0.122
37 C -7.78 0.33 -5.83  -0.075
38 C 0.65 2.33 -0.72  -0.241
39 C -2.81 0.63 -2.91  -0.449
40 C 1.73 -2.17 -6.17  -0.073
41 C 0.22 -2.21 2.56  -0.419
42 H -2.26 -1.10 4.01  0.048
43 H 3.47 -2.19 -0.77  0.047
44 H 1.66 2.17 -1.10  0.110
45 H -0.77 -4.48 -6.48  0.106
46 H 2.93 0.87 1.03  0.020
47 H -2.32 -3.05 -9.35  0.110
48 H 0.88 1.81 1.45  0.075
49 H -0.18 1.40 3.59  0.037
50 H -0.33 -0.06 4.62  0.050
51 H 1.90 -3.01 -1.09  0.033
52 H -4.97 -1.03 -0.76  0.132
53 H 2.58 -1.76 -6.72  0.109
54 H 2.05 -0.92 -4.43  0.102
55 H 0.19 -1.99 -3.12  0.044
56 H 1.37 -3.36 1.11  0.069
57 H -2.17 -4.48 -3.29  -0.040
58 H 1.18 0.25 3.70  0.048
59 H 0.50 -2.26 3.62  0.087
60 H -8.18 -0.06 -3.74  0.107
61 H -4.15 1.30 -1.31  0.128
62 H -4.21 -2.95 -2.08  0.122
63 H 3.33 -0.54 2.06  0.043
64 H -2.93 -0.06 2.72  0.034
65 H -5.85 0.22 -3.04  0.073
66 H -1.76 2.39 1.63  0.107
67 H 2.38 -2.43 2.24  0.079
68 H -0.42 3.28 -2.45  0.112
69 H -4.18 -3.56 -7.78  0.113
70 H -8.82 0.21 -6.15  0.108
71 H -0.82 -1.10 -8.90  0.110
72 H 2.30 -1.49 -1.94  0.017
73 H -4.70 1.00 -7.12  0.111
74 H -2.72 -1.81 2.42  0.040
75 H -1.16 0.29 -6.87  0.104
76 H -2.55 3.36 -0.76  0.113
77 H -4.54 -2.17 -5.77  0.108
78 H 1.18 -3.57 -7.73  0.113
79 H 3.97 -0.43 0.39  0.042
80 H -0.52 -3.00 2.37  0.066
81 H -2.24 1.58 -2.89  0.091
82 H -2.62 1.67 -5.26  0.065
83 H -1.16 -0.47 -3.88  0.105
84 H -7.07 0.83 -7.82  0.109

Summary:
Charge: +1
HOMO (spin up / spin down) in eV: -9.748 / -9.741
Lowest unoccupied orbital energy (spin up / spin down) in eV: -4.2 / -4.1
Kohn-Sham gap (spin up / spin down) in Ha: 0.2056 / 0.2062

***

*Q*
C35H43ClLaP2Si2 | ωB97M-V with the def2-TZVPD basis set

Last column: Löwdin charge in e.
CARTESIAN COORDINATES (ANGSTROEM)
1 La -0.22 -0.32 3.19  1.491
2 Cl 1.57 0.39 0.68  0.169
3 P -0.08 1.65 5.65  0.800
4 P 1.53 -1.04 5.45  0.729
5 Si -0.45 0.02 0.13  0.250
6 Si 2.13 0.07 -4.57  0.724
7 C 0.73 -3.79 -6.85  -0.091
8 C -0.07 -2.73 -0.42  -0.138
9 C -1.52 3.15 -2.36  -0.080
10 C -2.53 1.84 -0.12  -0.117
11 C -1.67 -4.05 -1.69  -0.072
12 C 0.38 3.77 -6.88  -0.082
13 C -0.74 2.17 -1.74  -0.095
14 C -0.55 -3.97 -0.86  -0.091
15 C 1.85 -3.82 -6.00  -0.091
16 C 1.59 1.74 4.73  -0.452
17 C -1.27 1.45 -0.66  -0.369
18 C -2.80 -0.61 3.73  -0.224
19 C 2.24 2.20 -6.62  -0.086
20 C -0.30 3.11 -5.85  -0.095
21 C 0.36 2.75 7.05  -0.260
22 C -3.28 2.83 -0.75  -0.083
23 C 0.16 -2.56 -7.18  -0.086
24 C -2.47 -1.41 2.57  -0.262
25 C -0.70 -1.54 -0.85  -0.345
26 C 2.33 -2.64 -5.42  -0.118
27 C -2.79 3.48 -1.88  -0.068
28 C 2.90 -2.22 5.53  -0.269
29 C 0.66 -1.38 -6.61  -0.090
30 C 2.48 0.54 5.09  -0.418
31 C -2.11 -1.15 4.86  -0.253
32 C -1.82 -1.63 -1.70  -0.093
33 C 1.67 -1.41 -5.63  -0.325
34 C -2.29 -2.87 -2.11  -0.077
35 C -1.40 -2.32 4.42  -0.265
36 C 0.28 2.01 -5.21  -0.145
37 C 1.57 1.56 -5.56  -0.339
38 C -1.61 -2.47 3.02  -0.250
39 C -1.21 2.87 4.88  -0.274
40 C 1.65 3.30 -7.27  -0.084
41 C 1.14 -0.90 7.25  -0.268
42 H 0.32 -4.72 -7.26  0.105
43 H 3.22 1.85 -6.96  0.107
44 H -0.67 -2.52 -7.89  0.104
45 H 3.60 0.20 -4.27  -0.025
46 H -1.21 -3.29 2.39  0.119
47 H 2.06 2.68 5.05  0.087
48 H 0.25 1.94 -2.10  0.085
49 H -2.34 -0.72 -1.98  0.099
50 H 0.60 -1.82 7.52  0.057
51 H 3.32 -2.26 6.55  0.053
52 H -3.50 0.23 3.79  0.113
53 H -2.19 -0.80 5.89  0.101
54 H -0.88 -2.99 5.09  0.097
55 H 3.08 0.72 6.01  0.094
56 H -2.83 -1.27 1.55  0.090
57 H 2.50 -3.21 5.26  0.046
58 H 2.35 -4.77 -5.79  0.101
59 H 0.75 -2.68 0.29  0.087
60 H -2.09 2.36 4.45  0.025
61 H 2.18 3.81 -8.08  0.106
62 H 0.02 3.76 6.79  0.046
63 H -3.40 4.23 -2.41  0.112
64 H -0.29 1.49 -4.43  0.081
65 H 1.45 2.79 7.23  0.055
66 H 3.22 0.28 4.30  0.089
67 H -2.94 1.34 0.76  0.080
68 H 0.25 -0.42 -6.95  0.099
69 H 3.24 -2.67 -4.80  0.095
70 H 2.10 -0.86 7.81  0.056
71 H -4.27 3.09 -0.37  0.102
72 H 1.45 -0.04 -3.23  -0.027
73 H -3.18 -2.91 -2.74  0.106
74 H -1.58 3.51 5.69  0.048
75 H 0.51 -0.03 7.49  0.000
76 H -2.05 -5.02 -2.02  0.108
77 H -0.07 -4.87 -0.48  0.104
78 H -0.06 4.64 -7.36  0.105
79 H -1.29 3.45 -5.53  0.096
80 H -0.71 3.48 4.11  0.063
81 H 1.37 1.81 3.64  0.033
82 H 3.68 -1.93 4.81  0.051
83 H -0.17 2.43 7.96  0.050
84 H -1.13 3.67 -3.23  0.089

Summary:
Charge: +1
HOMO in eV: -9.126
Lowest unoccupied orbital energy in eV: -3.2
Kohn-Sham gap in Ha: 0.2162

***

The structure with the greatest stability is *Q*.